The following is a DFT calculation (the ωB97M-V functional and the def2-TZVPD basis) of a molecular structure, C24H19BF4N3PRuS3.

The calculation puts the orbital gap (alpha / beta) at 6.314 / 4.452 eV. The calculation puts the lowest unoccupied orbital energy (alpha / beta) at -0.2699 / -0.3411 Eh. The total charge is +2. The calculation puts the total energy at -85579.7592 eV. As for the multiplicity: 5. The calculation puts the relative energy (zero: lowest compared OMol25 entry of this formula, charge and spin) at 64.0 kcal/mol.

Positions of all 56 atoms, in Å:
C: 1.509455 4.648983 0.390815
H: -0.064411 -5.467632 -1.060858
S: 2.589232 -2.544487 -0.304263
C: 0.807131 4.431157 -0.798255
C: 4.544290 -5.984008 -0.186161
P: -0.491113 3.216875 -0.798512
Ru: -0.155940 -0.768210 0.138066
H: 2.283863 6.749675 -2.762412
C: -1.583776 3.552902 0.575469
H: 0.538822 5.004543 -2.855116
C: 2.225680 -6.523877 -0.648341
F: -0.279738 -2.371535 2.096229
H: 1.278032 4.073999 1.280164
C: 1.084315 5.181561 -1.937231
H: 3.773022 -7.974869 -0.444531
H: -2.765800 2.307623 3.486653
F: -1.471231 -0.455893 1.913921
C: -3.279818 4.220162 2.658896
H: 3.535134 7.133663 -0.669602
C: 2.931461 -4.222420 -0.374972
H: 3.042838 5.792840 1.343863
C: -1.248349 -3.158560 -1.013829
S: -1.358072 2.894347 -2.564417
C: 2.770267 6.369739 -0.707813
H: -4.294190 -4.375345 -1.780266
N: 0.614179 -4.746836 -0.857783
H: 5.556477 -6.323686 -0.018508
C: -2.623760 2.998175 2.666469
S: 0.333067 1.329903 -0.746503
C: -2.214432 -4.096694 -1.313202
C: 2.495607 5.615352 0.428560
H: -3.595183 6.068641 1.611556
C: -3.794965 -2.312020 -1.464936
H: -1.258055 1.713261 1.641813
C: 3.528821 -6.921682 -0.429566
H: -4.789165 -1.928401 -1.642866
B: -0.380067 -1.074573 2.673656
C: -3.086446 5.114685 1.612573
C: -2.778219 -1.425560 -1.129838
C: 2.068176 6.156382 -1.884718
H: 1.450895 -7.256763 -0.834917
C: 0.176991 -3.482414 -0.779914
H: -1.994009 -5.152872 -1.378161
F: -0.537022 -1.033601 3.987782
F: 0.780593 -0.353890 2.176529
C: 1.919224 -5.170786 -0.625004
N: 0.957725 -2.462965 -0.518097
H: -3.939868 4.482552 3.474669
C: -1.774388 2.661114 1.623938
C: -2.234302 4.788564 0.573609
H: -2.076984 5.494991 -0.233740
H: 5.025215 -3.907171 0.034123
N: -1.535608 -1.838180 -0.897982
C: 4.254317 -4.642447 -0.158455
C: -3.517429 -3.662068 -1.543659
H: -2.952509 -0.362270 -1.024946

Atomic forces in eV per Å
-0.0711 -0.0164 0.0206
0.0150 -0.0164 0.0014
-0.1368 -0.2341 0.0926
0.0443 0.0497 0.0160
0.0063 0.0547 -0.0008
-0.3836 -0.0264 0.0155
-0.1366 -0.0567 0.0339
0.0002 0.0019 -0.0019
0.0327 -0.0009 0.0707
-0.0057 -0.0053 0.0055
0.0457 -0.0468 -0.0078
0.0317 -0.0241 0.0362
-0.0062 0.0027 0.0020
0.0078 -0.0864 -0.0644
-0.0141 -0.0153 -0.0057
0.0033 -0.0071 0.0018
-0.0355 -0.1392 0.1701
0.0091 -0.0171 -0.0031
0.0056 0.0017 -0.0069
0.1411 0.1051 0.0258
0.0069 -0.0045 0.0051
0.0391 -0.0848 0.0576
-0.0339 0.0070 0.0606
-0.0014 -0.0015 0.0007
-0.0103 -0.0022 -0.0036
-0.0298 0.0263 0.0028
0.0133 0.0174 0.0051
-0.0302 0.0310 0.0228
0.3219 0.1408 -0.2217
-0.0764 0.1684 -0.1018
0.0064 0.0216 -0.0134
0.0018 0.0064 -0.0056
0.0059 0.0151 -0.0036
0.0104 0.0472 -0.0077
-0.0348 -0.0127 -0.0018
-0.0136 -0.0171 -0.0030
0.0313 -0.1034 0.0555
-0.0009 -0.0107 0.0196
-0.0171 0.0567 -0.0203
0.0223 0.0273 0.0169
-0.0099 0.0031 -0.0029
-0.0651 -0.0480 -0.0700
0.0044 -0.0138 -0.0051
-0.0148 0.0421 0.0564
0.0344 0.0392 -0.1473
-0.1104 0.0778 -0.0300
0.2311 -0.1063 0.1410
-0.0040 0.0003 -0.0002
0.0572 -0.0493 -0.0446
0.0120 0.0646 -0.1011
0.0041 -0.0004 -0.0005
0.0253 -0.0115 0.0039
0.0715 0.1219 -0.0629
-0.0445 0.0244 -0.0051
0.0496 0.0179 0.0135
-0.0050 -0.0139 -0.0104

The following is a DFT calculation (the ωB97M-V functional and the def2-TZVPD basis) of a molecular structure, C3H3O3Zn.

The calculation puts the orbital gap (alpha / beta) at 8.247 / 8.220 eV. The calculation puts the lowest unoccupied orbital energy (alpha / beta) at 0.0064 / -0.0169 Eh. The total charge is 0. The calculation puts the total energy at -57713.4666 eV. As for the multiplicity: 2. The calculation puts the relative energy (zero: lowest compared OMol25 entry of this formula, charge and spin) at 104.8 kcal/mol.

Positions of all 10 atoms, in Å:
H: -0.140077 -0.359168 -2.819146
O: 0.519561 -0.203591 0.537198
Zn: -1.257317 -1.066377 0.654091
O: 1.656083 1.497753 1.352971
C: -0.238154 -0.485552 -1.733003
C: 0.997635 1.080470 0.287211
H: -2.128998 -1.406226 1.999601
O: -1.195026 -1.217428 -1.267375
H: 1.091319 2.059781 1.898759
C: 0.694974 0.100339 -0.910306

Atomic forces in eV per Å
-0.1698 0.0303 0.3663
-0.8135 -0.5644 -0.1431
-1.4559 -0.7819 1.1681
2.1112 0.8375 -0.3647
1.0053 1.5474 -0.6158
-2.9737 -2.0981 -1.2103
0.6523 0.2691 -1.0008
0.1265 -0.3724 0.4503
0.0133 0.1955 -0.3139
1.5043 0.9371 1.6639

The following is a DFT calculation (the ωB97M-V functional and the def2-TZVPD basis) of 2 unconnected molecules or ions with the total composition C4H11N2S.

The calculation puts the orbital gap at 10.070 eV. The calculation puts the lowest unoccupied orbital energy at -0.1296 Eh. The total charge is +1. The calculation puts the total energy at -18133.0342 eV. The calculation puts the relative energy (zero: lowest compared OMol25 entry of this formula, charge and spin) at 57.3 kcal/mol.

Positions of all 18 atoms, in Å:
N: -0.035471 -1.793264 0.166423
H: -2.580841 -1.008847 1.227084
H: 1.127026 1.081909 -0.250292
H: -0.666617 1.866805 0.872119
C: 2.739792 -0.464783 -0.256947
H: -1.144800 2.524814 -0.634939
H: 0.675095 -2.383843 0.561587
H: 2.750910 -1.328566 0.505617
H: -1.051151 -2.065186 0.368898
N: 1.344513 0.095376 -0.195428
H: 3.277068 0.445656 0.119783
C: 0.254013 -0.560780 -0.046887
S: -2.904340 -0.687637 -0.093475
H: -2.445441 2.152082 0.706257
C: -1.591725 0.509283 -0.423279
H: -1.454454 0.412119 -1.553311
H: 3.129992 -0.654161 -1.233324
C: -1.423571 1.859020 0.160120

Atomic forces in eV per Å
-0.6680 -1.3760 1.0033
-0.5029 0.6499 -0.9164
0.9209 0.1227 -0.2794
1.2162 0.1364 1.5536
-0.6707 1.5225 3.0280
-0.2507 0.6729 -0.1896
0.1314 -0.6658 -0.1102
0.5191 1.3553 -1.4612
1.7596 0.6117 -0.6822
0.4511 -0.4935 -0.5831
0.2825 -1.3908 0.0015
-4.9024 2.0547 -0.9579
1.0589 0.3237 1.1778
2.3400 -0.2593 -1.3457
2.4614 -3.4811 -1.5885
-0.3243 0.5158 1.5263
-0.3480 -0.5572 -0.6676
-3.4741 0.2582 0.4912